1.
{"formula": "C44H47AsIN2O3PS3Sr", "method": "ωB97M-V/def2-TZVPD", "mol_weight_da": 1068.49, "e_homo_ev": -1.5, "de_lowest_kj_mol": 54.5, "spin_multiplicity": 1, "orbital_gap_ha": 0.168, "total_charge": -2, "symbols": ["Sr", "O", "C", "C", "C", "C", "C", "C", "N", "H", "H", "H", "H", "H", "H", "H", "S", "C", "S", "S", "C", "C", "C", "C", "C", "C", "P", "C", "C", "C", "C", "C", "C", "C", "C", "C", "C", "C", "C", "H", "H", "H", "H", "H", "H", "H", "H", "H", "H", "H", "H", "H", "H", "N", "C", "C", "C", "C", "C", "C", "H", "H", "H", "H", "H", "H", "H", "C", "C", "As", "C", "C", "C", "C", "H", "H", "H", "H", "H", "H", "H", "H", "H", "H", "H", "H", "H", "H", "H", "I", "C", "C", "C", "C", "C", "C", "C", "O", "O", "H", "H", "H", "H"], "xyz": [[0.81593, -0.41628, -0.79533], [1.25317, 2.00304, 2.54040], [1.36036, 2.95616, 1.50660], [0.07447, 3.21352, 0.74925], [-0.28687, 4.51234, 0.41365], [-1.47269, 4.72607, -0.27118], [-2.25581, 3.63716, -0.61062], [-1.80404, 2.37500, -0.26343], [-0.67338, 2.16494, 0.41018], [1.22439, 1.12045, 2.14279], [2.13580, 2.66665, 0.78914], [1.66844, 3.88909, 1.97972], [0.36009, 5.33929, 0.68341], [-1.78209, 5.73140, -0.53424], [-3.19047, 3.74892, -1.14402], [-2.36625, 1.48742, -0.53539], [-3.03066, -3.76238, -1.32860], [-1.74686, -2.68075, -1.11064], [-2.06337, -0.99924, -0.75682], [-0.07101, -3.21615, -1.20964], [-4.20344, 3.32525, -3.82723], [-4.29285, 1.97581, -3.50656], [-3.14681, 1.18418, -3.49168], [-1.89834, 1.73129, -3.79553], [-1.81529, 3.09466, -4.07684], [-2.95991, 3.88458, -4.10391], [-0.46167, 0.56879, -3.80486], [-0.37854, 0.21265, -5.61971], [0.76018, -0.45352, -6.08453], [0.87688, -0.83513, -7.41098], [-0.15640, -0.57547, -8.30889], [-1.29871, 0.06757, -7.85806], [-1.40748, 0.45685, -6.52334], [0.99058, 1.68156, -3.58761], [1.46935, 2.51674, -4.61181], [2.56672, 3.32930, -4.38643], [3.19200, 3.28594, -3.13755], [2.70832, 2.44130, -2.14761], [1.58056, 1.59598, -2.30470], [-5.09552, 3.94146, -3.84679], [-5.25039, 1.53442, -3.25631], [-3.21227, 0.13579, -3.21516], [-0.84798, 3.54238, -4.27281], [-2.87777, 4.94141, -4.33259], [1.56172, -0.67499, -5.38819], [1.77316, -1.34381, -7.74641], [-0.07373, -0.88590, -9.34440], [-2.11444, 0.26987, -8.54321], [-2.30834, 0.95563, -6.18632], [0.99097, 2.52299, -5.58767], [2.93767, 3.98262, -5.16878], [4.06570, 3.90602, -2.95261], [3.25720, 2.42459, -1.20385], [-0.02799, -2.10547, 1.91020], [0.74566, -2.31397, 3.01913], [0.34636, -1.86776, 4.28800], [1.16263, -2.05131, 5.39271], [2.39679, -2.68547, 5.27821], [2.79681, -3.12530, 4.01863], [1.99234, -2.94816, 2.90569], [-0.98421, -1.80416, 2.00290], [0.17352, -2.62401, 1.05570], [-0.60515, -1.35674, 4.38880], [0.82748, -1.69319, 6.35981], [3.03312, -2.82332, 6.14322], [3.75708, -3.61438, 3.89760], [2.31978, -3.28543, 1.92808], [-4.37204, -2.05832, 1.98753], [-3.70693, -1.27208, 3.11834], [-2.93604, 0.45884, 2.56602], [-2.82324, 1.14368, 4.41731], [-1.98176, 2.41969, 4.51796], [-4.67963, 1.25964, 2.09568], [-4.75298, 2.76513, 2.33630], [-4.63970, -3.06498, 2.31831], [-3.72996, -2.16025, 1.11078], [-5.28718, -1.56389, 1.64968], [-2.89527, -1.86183, 3.55440], [-4.41940, -1.06214, 3.92234], [-2.36651, 0.34918, 5.01259], [-3.83369, 1.29763, 4.80800], [-0.96582, 2.24972, 4.15236], [-1.91719, 2.78039, 5.54956], [-2.40274, 3.22490, 3.91205], [-5.45733, 0.73552, 2.65736], [-4.84199, 1.03935, 1.03805], [-4.69110, 3.00389, 3.39996], [-5.69606, 3.17476, 1.96422], [-3.94180, 3.29490, 1.83027], [9.06786, -1.20073, 2.81157], [7.17221, -1.02158, 1.95712], [7.05356, -1.00555, 0.57428], [5.78746, -0.88037, 0.01427], [4.66994, -0.75310, 0.82597], [4.81020, -0.76002, 2.20643], [6.06598, -0.90382, 2.78599], [3.29624, -0.62849, 0.21874], [3.12213, -1.02796, -0.96154], [2.39990, -0.11243, 0.96448], [7.92790, -1.10211, -0.05448], [5.64740, -0.88521, -1.05944], [3.92416, -0.66066, 2.82113], [6.17397, -0.92859, 3.86210]], "lowdin_charge": [1.077, -0.068, -0.204, -0.258, -0.031, -0.072, -0.074, -0.179, 0.116, 0.050, 0.105, 0.113, 0.104, 0.098, 0.095, 0.021, 0.291, -1.821, 0.271, 0.270, -0.124, -0.091, -0.121, -0.376, -0.084, -0.110, 1.086, -0.360, -0.102, -0.100, -0.120, -0.105, -0.087, -0.460, -0.147, -0.131, -0.131, -0.170, -0.237, 0.089, 0.099, 0.077, 0.094, 0.093, 0.110, 0.094, 0.087, 0.091, 0.094, 0.095, 0.081, 0.081, 0.067, 0.112, -0.315, -0.039, -0.116, -0.138, -0.123, -0.042, 0.042, -0.028, 0.083, 0.090, 0.080, 0.096, 0.118, -0.188, -0.469, 1.198, -0.469, -0.189, -0.448, -0.188, 0.064, -0.015, 0.058, 0.042, 0.053, 0.045, 0.054, 0.050, 0.057, 0.045, 0.057, 0.057, 0.048, 0.059, 0.049, 0.793, -0.751, -0.159, -0.010, -0.119, -0.009, -0.150, -0.639, -0.145, -0.196, 0.084, 0.121, 0.117, 0.088]}

---

2.
{"formula": "C44H47AsN4O3RuS4SiTe", "method": "ωB97M-V/def2-TZVPD", "mol_weight_da": 1139.83, "s2": 6.034, "e_homo_ev": [-1.6, -2.2], "de_lowest_kj_mol": 0.0, "spin_multiplicity": 5, "orbital_gap_ha": [0.195, 0.216], "total_charge": -2, "symbols": ["Ru", "S", "As", "S", "S", "S", "C", "Si", "C", "C", "N", "C", "C", "C", "C", "C", "C", "O", "C", "C", "C", "C", "C", "C", "H", "H", "H", "H", "H", "H", "H", "H", "H", "H", "H", "H", "H", "H", "H", "H", "H", "H", "C", "C", "C", "C", "C", "C", "Te", "N", "C", "O", "C", "C", "C", "C", "C", "C", "C", "C", "C", "C", "C", "C", "C", "C", "C", "C", "H", "H", "H", "H", "H", "H", "H", "H", "H", "H", "H", "H", "H", "H", "H", "H", "H", "H", "H", "H", "H", "H", "H", "N", "C", "O", "C", "C", "C", "N", "C", "C", "H", "H", "H", "H", "H", "H"], "xyz": [[1.30115, 1.69776, -0.26800], [1.97925, 1.73687, 4.27826], [2.81989, 2.60714, 2.51671], [3.17629, 1.07028, 0.94652], [1.23038, 3.49930, 1.24413], [4.47112, 3.86765, 2.80552], [3.70594, 3.67214, -1.59690], [3.82930, 1.96851, -2.36165], [3.84806, 2.26389, -4.24490], [5.52096, 1.29837, -1.86644], [2.44881, 0.97848, -1.99433], [2.20618, -0.18898, -2.66273], [3.16726, -0.88994, -3.42463], [2.88161, -2.05632, -4.11940], [1.61119, -2.60740, -4.08529], [0.63384, -1.96229, -3.33287], [0.92067, -0.79147, -2.65775], [-0.01627, -0.17678, -1.85062], [-1.34598, -0.33141, -2.14972], [-1.86465, 0.16074, -3.33967], [-3.22191, 0.03607, -3.59758], [-4.05643, -0.57987, -2.67471], [-3.52301, -1.06672, -1.48757], [-2.16871, -0.94261, -1.21760], [4.39735, 4.32725, -2.14033], [3.98683, 3.67951, -0.54182], [2.70750, 4.10868, -1.66990], [4.86357, 2.44070, -4.61174], [3.25533, 3.15461, -4.47639], [3.43136, 1.42278, -4.80391], [6.27094, 2.07541, -2.04817], [5.83009, 0.40217, -2.40687], [5.52044, 1.07764, -0.79803], [4.17678, -0.50509, -3.45920], [3.67204, -2.53819, -4.68417], [1.37955, -3.52528, -4.61037], [-0.36538, -2.37435, -3.25930], [-1.19982, 0.63482, -4.05104], [-3.62868, 0.42967, -4.52161], [-5.11658, -0.67291, -2.87642], [-4.16342, -1.54644, -0.75687], [-1.73196, -1.30115, -0.29543], [-2.31180, -5.28974, -0.65690], [-1.56275, -4.32432, 0.22386], [-2.15050, -3.77953, 1.35667], [-1.48654, -2.85007, 2.15495], [-2.19633, -2.32298, 3.37436], [-0.18986, -2.44436, 1.80480], [0.83485, -0.87040, 2.85101], [0.08505, 0.38072, 1.23051], [-1.05258, 1.00258, 1.10045], [-1.30639, 1.63704, 0.03163], [-2.11784, 1.06296, 2.15531], [-3.42731, 0.72386, 1.82870], [-4.42156, 0.76888, 2.79463], [-4.11795, 1.18807, 4.08509], [-2.81850, 1.56218, 4.40086], [-1.81429, 1.49251, 3.44280], [0.74211, -2.15583, 4.70990], [1.25276, -3.44094, 4.54927], [1.30812, -4.33767, 5.60872], [0.84725, -3.94351, 6.85652], [0.33839, -2.66440, 7.02433], [0.27566, -1.75679, 5.96520], [-0.29387, -0.38550, 6.20277], [0.42139, -2.98956, 0.66400], [1.79910, -2.60983, 0.17439], [-0.27521, -3.92752, -0.09757], [-3.31493, -5.47570, -0.27054], [-1.79371, -6.24923, -0.72766], [-2.40987, -4.89444, -1.67072], [-3.16303, -4.07051, 1.62270], [-3.27025, -2.50249, 3.29991], [-2.04023, -1.25013, 3.50062], [-1.82531, -2.81277, 4.27787], [-3.65087, 0.42977, 0.81046], [-5.43636, 0.48359, 2.54094], [-4.89453, 1.22839, 4.84036], [-2.57893, 1.90326, 5.40136], [-0.79254, 1.77598, 3.68004], [1.60965, -3.75387, 3.57231], [1.70681, -5.33486, 5.45897], [0.87931, -4.62957, 7.69542], [-0.03008, -2.35769, 7.99872], [-0.98168, -0.39063, 7.05155], [-0.82757, -0.02842, 5.32206], [0.49879, 0.33777, 6.40341], [2.22211, -1.74787, 0.68473], [1.76855, -2.37903, -0.89197], [2.48794, -3.45013, 0.30403], [0.19937, -4.32461, -0.99150], [-1.38967, 5.48717, -5.87644], [-1.93388, 5.39452, -4.62095], [-2.94352, 5.99960, -4.31910], [-1.20514, 4.49658, -3.66920], [-0.33059, 3.50486, -4.09070], [0.33913, 2.75441, -3.14006], [0.18662, 2.94260, -1.83051], [-0.68046, 3.87413, -1.42217], [-1.39125, 4.66809, -2.30644], [-1.76918, 6.21363, -6.45972], [-0.42445, 5.24230, -6.01194], [-0.17531, 3.27884, -5.13803], [1.03435, 1.97189, -3.41411], [-0.80237, 3.96714, -0.35322], [-2.07920, 5.41837, -1.94392]], "lowdin_charge": [0.875, -0.132, -0.478, 0.059, 0.067, -0.197, -0.205, 0.340, -0.181, -0.188, -0.222, -0.324, -0.060, -0.123, -0.127, -0.044, -0.231, -0.037, -0.278, -0.009, -0.089, -0.108, -0.084, 0.001, 0.028, -0.005, 0.002, 0.019, 0.011, 0.012, 0.024, 0.010, -0.004, 0.073, 0.089, 0.083, 0.115, 0.111, 0.094, 0.089, 0.102, 0.109, -0.061, -0.288, -0.034, -0.284, -0.053, -0.346, 1.504, -0.268, -0.690, -0.111, -0.161, -0.030, -0.101, -0.112, -0.096, -0.069, -0.366, -0.145, -0.114, -0.119, -0.075, -0.313, -0.078, -0.291, -0.059, -0.032, 0.065, 0.071, 0.073, 0.106, 0.075, 0.044, 0.080, 0.097, 0.090, 0.087, 0.101, 0.053, 0.090, 0.088, 0.086, 0.098, 0.074, 0.025, 0.054, -0.009, 0.064, 0.085, 0.119, 0.154, -0.494, 0.056, -0.140, -0.014, -0.123, -0.012, -0.128, 0.027, 0.101, 0.088, 0.109, 0.090, 0.054, 0.120]}